# C23H33AlClF2KLi2N4O10P2S2

C23H33AlClF2KLi2N4O10P2S2 as an isolated structure (wB97M-V/def2-TZVPD, OMol25).

Summary:
Charge: +2
Electronic energy (hartree): -4862.95231
2S+1: 1
E_LUMO (eV): -9.53
Kohn-Sham gap (eV): 1.60

CARTESIAN COORDINATES (ANGSTROEM)
C (-1.52, 0.29, 1.57)
C (-2.82, -0.48, 1.67)
C (-3.43, -0.73, 3.17)
P (-4.80, -2.06, 3.28)
C (-3.84, -3.34, 2.25)
C (-2.39, -3.80, 2.87)
C (-2.66, -5.01, 3.98)
C (-5.85, -0.91, 4.43)
P (-4.93, -0.52, 6.10)
O (-4.30, 0.97, 6.03)
O (-3.63, -1.67, 6.40)
O (-6.00, -0.57, 7.48)
H (-0.45, -0.23, 1.70)
H (-1.60, 1.46, 1.33)
H (-3.34, -0.91, 0.69)
H (-2.59, -1.00, 3.96)
H (-3.90, 0.31, 3.52)
H (-5.93, -2.12, 2.36)
H (-4.77, -3.00, 4.39)
H (-3.72, -3.05, 1.09)
H (-4.52, -4.33, 2.23)
H (-1.72, -2.93, 3.26)
H (-1.77, -4.32, 1.99)
H (-3.56, -5.70, 3.64)
H (-1.70, -5.72, 3.93)
H (-2.84, -4.56, 5.05)
H (-6.23, 0.07, 3.89)
H (-6.82, -1.53, 4.75)
H (-2.87, -1.24, 6.90)
H (-5.82, 0.31, 7.95)
Cl (-0.37, 0.30, -0.50)
Li (-0.43, -4.73, 3.39)
N (-0.12, -1.32, 7.27)
C (0.65, -1.65, 8.33)
C (1.28, -0.72, 9.15)
C (1.11, 0.63, 8.85)
C (0.33, 1.00, 7.76)
C (-0.26, 0.00, 7.01)
H (0.75, -2.71, 8.52)
H (1.88, -1.04, 9.99)
H (1.58, 1.39, 9.47)
H (0.18, 2.04, 7.51)
H (-0.89, 0.23, 6.15)
C (1.28, 3.38, 1.18)
O (2.06, 4.32, 1.11)
O (1.59, 2.19, 1.16)
O (0.05, 3.48, 1.29)
K (-3.28, 1.23, -0.07)
Li (-0.83, -7.27, 2.38)
N (5.36, 5.47, -1.18)
C (5.89, 5.51, -2.42)
C (5.27, 4.99, -3.54)
C (4.04, 4.36, -3.38)
C (3.47, 4.30, -2.12)
C (4.16, 4.86, -1.06)
H (6.86, 6.01, -2.50)
H (5.74, 5.05, -4.52)
H (3.52, 3.94, -4.24)
H (2.51, 3.82, -1.96)
H (3.76, 4.84, -0.05)
N (1.00, 1.63, -6.86)
S (-0.01, 2.81, -6.68)
O (-0.28, 3.65, -7.85)
O (-0.05, 3.49, -5.39)
F (-1.38, 1.98, -6.60)
S (2.47, 2.15, -7.03)
O (3.41, 1.14, -7.52)
O (3.02, 3.02, -6.00)
F (2.39, 3.12, -8.30)
N (3.21, -3.35, -10.69)
C (3.06, -2.37, -9.77)
C (3.83, -1.22, -9.74)
C (4.82, -1.07, -10.71)
C (5.00, -2.06, -11.66)
C (4.17, -3.17, -11.62)
H (2.27, -2.54, -9.04)
H (3.67, -0.47, -8.98)
H (5.45, -0.18, -10.71)
H (5.76, -1.97, -12.43)
H (4.27, -3.97, -12.34)
Al (-2.90, 1.80, -4.92)

---

# C12H12O2

A 2-piece molecular cluster, C12H12O2 overall (wB97M-V/def2-TZVPD, OMol25).

Summary:
SMILES: Oc1ccccc1.Oc1ccccc1
Electronic energy (hartree): -614.91678
2S+1: 1
E_LUMO (eV): 0.79
Kohn-Sham gap (eV): 9.41

CARTESIAN COORDINATES (ANGSTROEM)
O (-0.69, -0.83, 2.38)
C (-0.06, -0.52, 3.55)
C (-0.79, -0.54, 4.72)
C (-0.19, -0.18, 5.90)
C (1.08, 0.32, 5.92)
C (1.78, 0.40, 4.73)
C (1.22, -0.05, 3.51)
H (-1.67, -0.83, 2.46)
H (-1.72, -1.11, 4.68)
H (-0.84, -0.23, 6.79)
H (1.39, 0.82, 6.85)
H (2.73, 0.95, 4.71)
H (1.69, -0.01, 2.52)
O (-2.89, 8.34, -1.55)
C (-3.62, 7.85, -0.51)
C (-3.95, 6.47, -0.52)
C (-4.76, 5.88, 0.51)
C (-5.17, 6.66, 1.58)
C (-4.71, 8.03, 1.65)
C (-3.96, 8.62, 0.63)
H (-2.50, 9.22, -1.34)
H (-3.70, 5.87, -1.40)
H (-5.00, 4.81, 0.47)
H (-5.75, 6.26, 2.42)
H (-4.97, 8.65, 2.51)
H (-3.62, 9.66, 0.62)

---

# C5H12N2

A single C5H12N2 molecule (wB97M-V/def2-TZVPD, OMol25).

Summary:
SMILES: C=CCCNCN
Electronic energy (hartree): -307.16559
2S+1: 1
E_LUMO (eV): 1.16
Kohn-Sham gap (eV): 9.66

CARTESIAN COORDINATES (ANGSTROEM)
C (-2.42, -0.77, 1.56)
C (-1.60, -1.68, 1.04)
C (-0.47, -1.42, 0.09)
C (0.36, -0.23, 0.53)
N (1.38, 0.06, -0.51)
C (1.02, 1.06, -1.45)
N (1.28, 2.47, -1.04)
H (-3.06, -1.13, 2.35)
H (-2.30, 0.29, 1.39)
H (-1.71, -2.68, 1.45)
H (-0.81, -1.18, -0.92)
H (0.13, -2.29, -0.07)
H (0.86, -0.39, 1.48)
H (-0.27, 0.66, 0.52)
H (2.36, 0.03, -0.30)
H (-0.07, 1.03, -1.57)
H (1.41, 0.89, -2.45)
H (1.91, 2.47, -0.24)
H (1.77, 2.97, -1.77)

---

# C5H14Br2NOTi

C5H14Br2NOTi as an isolated structure (wB97M-V/def2-TZVPD, OMol25).

Summary:
Electronic energy (hartree): -6326.33850
2S+1: 4
E_LUMO (alpha / beta) (eV): 0.05 / -0.03
Kohn-Sham gap (alpha / beta) (eV): 5.77 / 8.77

CARTESIAN COORDINATES (ANGSTROEM)
Ti (-3.85, -0.30, 0.34)
C (0.79, -0.42, -1.67)
N (0.43, 0.45, -0.52)
C (1.70, 1.04, 0.01)
C (-0.42, 1.58, -1.02)
C (-0.34, -0.30, 0.53)
C (0.47, -1.25, 1.38)
O (0.94, -2.36, 0.61)
H (1.30, 0.19, -2.41)
H (-0.14, -0.77, -2.11)
H (1.39, -1.25, -1.33)
H (1.54, 1.57, 0.94)
H (2.16, 1.65, -0.76)
H (2.35, 0.18, 0.18)
H (0.07, 2.00, -1.90)
H (-0.50, 2.31, -0.22)
H (-1.41, 1.22, -1.29)
H (-1.13, -0.85, 0.00)
H (-0.93, 0.39, 1.14)
H (-0.21, -1.54, 2.18)
H (1.32, -0.72, 1.82)
H (0.60, -3.16, 1.04)
Br (-2.93, -2.03, 2.31)
Br (-3.20, 2.36, 0.78)

---

# C4H11NOS

A single C4H11NOS molecule (wB97M-V/def2-TZVPD, OMol25).

Summary:
SMILES: C[C@@H](CS)NCO
Electronic energy (hartree): -687.13705
2S+1: 1
E_LUMO (eV): 0.85
Kohn-Sham gap (eV): 9.93

CARTESIAN COORDINATES (ANGSTROEM)
C (-0.74, 0.13, 1.38)
C (-0.31, 0.36, -0.07)
C (0.30, 1.78, -0.25)
S (-0.85, 3.22, 0.09)
N (0.63, -0.57, -0.54)
C (0.19, -1.92, -0.83)
O (1.11, -2.81, -1.50)
H (0.22, 0.05, 2.08)
H (-1.52, 0.76, 1.74)
H (-1.11, -0.92, 1.44)
H (-1.21, 0.40, -0.70)
H (0.75, 2.01, -1.27)
H (1.24, 1.68, 0.38)
H (-0.56, 3.22, 1.43)
H (1.32, -0.68, 0.20)
H (-0.71, -1.95, -1.45)
H (-0.24, -2.38, 0.16)
H (1.50, -2.39, -2.29)

---

# C21H33Cl2HgN6O5P

C21H33Cl2HgN6O5P as an isolated structure (wB97M-V/def2-TZVPD, OMol25).

Summary:
Charge: -1
Electronic energy (hartree): -2939.92670
2S+1: 2
E_LUMO (alpha / beta) (eV): 2.61 / 2.54
Kohn-Sham gap (alpha / beta) (eV): 6.31 / 6.23

CARTESIAN COORDINATES (ANGSTROEM)
Hg (-0.32, -0.01, 0.38)
C (-4.23, -1.46, -1.30)
C (-3.28, -0.96, -0.23)
O (-2.06, -1.29, -0.33)
C (-3.83, -0.19, 0.80)
C (-3.12, 0.43, 1.86)
C (-3.89, 1.09, 2.97)
N (-1.81, 0.42, 1.92)
N (-1.23, 0.99, 3.05)
C (0.08, 0.80, 3.10)
O (0.78, 0.10, 2.29)
C (0.79, 1.50, 4.22)
C (0.10, 2.19, 5.21)
C (0.81, 2.87, 6.19)
C (2.19, 2.87, 6.19)
C (2.88, 2.18, 5.20)
C (2.18, 1.49, 4.22)
H (-3.67, -1.92, -2.10)
H (-4.81, -0.62, -1.70)
H (-4.93, -2.19, -0.88)
H (-4.90, -0.04, 0.78)
H (-4.95, 1.16, 2.72)
H (-3.48, 2.08, 3.15)
H (-3.77, 0.53, 3.90)
H (-0.98, 2.18, 5.19)
H (0.27, 3.40, 6.97)
H (2.74, 3.41, 6.96)
H (3.96, 2.17, 5.19)
H (2.68, 0.95, 3.43)
Cl (-0.28, 3.16, 0.47)
C (1.35, 3.61, 0.62)
Cl (1.55, 0.50, -0.96)
H (1.73, 3.62, 1.63)
H (1.98, 3.27, -0.19)
C (-0.97, -3.21, 2.35)
O (-0.47, -3.75, 1.14)
P (0.23, -2.76, 0.06)
O (1.80, -3.19, 0.19)
C (2.23, -4.54, 0.15)
O (-0.20, -3.66, -1.22)
C (-0.38, -3.00, -2.47)
H (-1.03, -4.04, 3.06)
H (-1.97, -2.78, 2.21)
H (-0.32, -2.44, 2.77)
H (3.26, -4.56, 0.49)
H (2.17, -4.94, -0.87)
H (1.61, -5.17, 0.79)
H (-0.67, -3.76, -3.20)
H (0.53, -2.50, -2.79)
H (-1.18, -2.26, -2.39)
C (2.86, 2.04, -4.24)
C (2.26, 0.90, -5.05)
C (2.55, -0.45, -4.40)
C (0.76, 1.10, -5.31)
N (-0.12, 0.97, -4.16)
C (-0.30, 1.73, -3.06)
N (-1.31, 1.24, -2.37)
N (-1.73, 0.17, -3.06)
N (-1.04, 0.00, -4.12)
H (3.94, 2.01, -4.28)
H (2.56, 1.95, -3.19)
H (2.53, 3.01, -4.63)
H (2.72, 0.91, -6.05)
H (2.20, -0.46, -3.37)
H (3.62, -0.63, -4.38)
H (2.06, -1.26, -4.95)
H (0.42, 0.32, -5.99)
H (0.59, 2.08, -5.76)
H (0.26, 2.60, -2.81)

---

# C2H7NS

A single C2H7NS molecule (wB97M-V/def2-TZVPD, OMol25).

Summary:
SMILES: CSCN
Electronic energy (hartree): -533.32408
2S+1: 1
E_LUMO (eV): 1.08
Kohn-Sham gap (eV): 9.44

CARTESIAN COORDINATES (ANGSTROEM)
C (0.19, -1.64, -0.35)
S (0.89, -0.24, -1.24)
C (0.46, 1.09, -0.01)
N (-0.89, 1.16, 0.39)
H (-0.81, -1.40, 0.02)
H (0.09, -2.49, -1.02)
H (0.80, -1.96, 0.51)
H (1.14, 0.89, 0.81)
H (0.78, 2.00, -0.50)
H (-1.44, 1.98, 0.21)
H (-1.20, 0.61, 1.17)

---

# C4H6Cl2S2

A single C4H6Cl2S2 molecule (wB97M-V/def2-TZVPD, OMol25).

Summary:
SMILES: CSC(=S)[C@H](Cl)CCl
Electronic energy (hartree): -1872.76221
2S+1: 1
E_LUMO (eV): -0.44
Kohn-Sham gap (eV): 8.61

CARTESIAN COORDINATES (ANGSTROEM)
C (-2.71, -0.48, 0.46)
S (-1.07, -1.07, 0.15)
C (-0.24, 0.23, -0.56)
S (-0.78, 1.70, -0.99)
C (1.31, -0.07, -0.73)
Cl (1.60, -1.78, -1.11)
C (2.05, 0.41, 0.49)
Cl (3.79, 0.38, 0.18)
H (-2.70, 0.48, 0.99)
H (-3.16, -1.32, 1.02)
H (-3.27, -0.25, -0.44)
H (1.63, 0.59, -1.56)
H (1.72, 1.41, 0.74)
H (1.85, -0.22, 1.36)

---

# C3H9BrN2

A 2-piece molecular cluster, C3H9BrN2 overall (wB97M-V/def2-TZVPD, OMol25).

Summary:
Electronic energy (hartree): -2803.08945
2S+1: 1
E_LUMO (eV): 0.81
Kohn-Sham gap (eV): 9.53

CARTESIAN COORDINATES (ANGSTROEM)
C (0.81, -2.03, -0.47)
C (-0.58, -1.46, -0.19)
C (-0.74, 0.61, 0.22)
N (0.49, 2.58, 0.34)
N (0.51, 1.17, 0.11)
Br (-1.59, 0.91, 2.07)
H (1.52, -1.32, -0.20)
H (0.95, -2.40, -1.62)
H (1.03, -2.89, 0.10)
H (-1.29, -1.95, 0.42)
H (-0.96, -1.06, -1.14)
H (-1.53, 1.05, -0.47)
H (-0.50, 2.87, 0.57)
H (0.69, 3.17, -0.56)
H (1.18, 0.75, 0.82)

---

# C3H5NO

A single C3H5NO molecule (wB97M-V/def2-TZVPD, OMol25).

Summary:
SMILES: C=C[N+](=C)[O-]
Electronic energy (hartree): -247.14322
2S+1: 1
E_LUMO (eV): -0.10
Kohn-Sham gap (eV): 9.00

CARTESIAN COORDINATES (ANGSTROEM)
C (0.88, 0.73, 0.67)
C (-0.52, 0.32, 0.90)
N (-1.36, -0.37, -0.05)
C (-1.00, -0.90, -1.11)
O (-2.56, -0.20, 0.35)
H (1.41, 1.06, 1.59)
H (1.40, 0.37, -0.22)
H (-1.06, 0.44, 1.81)
H (-1.78, -1.11, -1.66)
H (0.07, -1.02, -1.36)

---

# CH4N2O3P

An isolated ion of composition CH4N2O3P and charge -1 (wB97M-V/def2-TZVPD, OMol25).

Summary:
SMILES: NC(=O)[P@@](N)(=O)[O-]
Charge: -1
Electronic energy (hartree): -717.21194
2S+1: 1
E_LUMO (eV): 4.16
Kohn-Sham gap (eV): 8.35

CARTESIAN COORDINATES (ANGSTROEM)
N (-0.51, 1.81, 0.57)
C (-1.25, 0.78, 0.10)
O (-2.42, 0.70, -0.21)
P (0.51, -0.47, -0.07)
N (0.68, -2.21, -0.57)
O (1.39, 0.31, -0.98)
O (0.94, -0.30, 1.38)
H (0.38, 1.50, 0.93)
H (-0.94, 2.48, 1.19)
H (1.37, -2.05, -1.30)
H (-0.15, -2.54, -1.05)

---

# C24H22FeN2O11

C24H22FeN2O11 as an isolated structure (wB97M-V/def2-TZVPD, OMol25).

Summary:
Charge: -2
Electronic energy (hartree): -3128.76591
2S+1: 5
E_LUMO (alpha / beta) (eV): 4.30 / 4.30
Kohn-Sham gap (alpha / beta) (eV): 5.27 / 5.37

CARTESIAN COORDINATES (ANGSTROEM)
Fe (-0.62, 0.84, -0.79)
C (-4.66, -0.18, -0.48)
C (-3.42, 0.50, 0.06)
O (-2.69, 1.08, -0.81)
C (-3.17, 0.47, 1.43)
C (-1.98, 0.98, 2.03)
C (-1.89, 0.98, 3.54)
N (-1.00, 1.42, 1.32)
N (0.06, 2.00, 2.01)
C (0.97, 2.37, 1.15)
O (0.94, 2.20, -0.11)
C (2.15, 3.09, 1.74)
C (2.51, 2.95, 3.07)
C (3.63, 3.59, 3.58)
C (4.42, 4.39, 2.75)
C (4.06, 4.54, 1.41)
C (2.94, 3.89, 0.91)
H (-5.34, 0.56, -0.90)
H (-5.17, -0.77, 0.28)
H (-4.33, -0.83, -1.30)
H (-3.90, 0.00, 2.07)
H (-2.83, 0.65, 3.98)
H (-1.63, 1.98, 3.90)
H (-1.09, 0.31, 3.86)
H (1.89, 2.33, 3.70)
H (3.91, 3.46, 4.62)
H (5.30, 4.88, 3.14)
H (4.67, 5.15, 0.76)
H (2.68, 3.95, -0.14)
O (1.16, 4.67, -1.80)
C (0.24, 3.69, -1.99)
O (-0.87, 3.75, -1.55)
C (0.79, 2.58, -2.84)
O (-0.22, 1.64, -3.07)
C (0.28, 0.44, -3.69)
C (1.38, -0.23, -2.85)
O (2.31, -0.79, -3.47)
O (1.23, -0.10, -1.60)
H (0.77, 5.24, -1.12)
H (1.16, 3.01, -3.78)
H (1.64, 2.13, -2.31)
H (-0.57, -0.23, -3.75)
H (0.67, 0.66, -4.68)
O (-1.95, -1.81, -2.26)
C (-1.33, -2.05, -1.21)
O (-0.90, -1.24, -0.34)
C (-1.02, -3.50, -0.90)
C (-1.90, -4.51, -1.29)
C (-1.63, -5.86, -1.03)
C (-0.44, -6.13, -0.40)
O (0.06, -7.37, -0.03)
C (1.35, -7.11, 0.52)
O (1.53, -5.71, 0.60)
C (0.43, -5.14, -0.02)
C (0.17, -3.81, -0.24)
H (-2.80, -4.22, -1.82)
H (-2.31, -6.65, -1.33)
H (2.12, -7.56, -0.11)
H (1.40, -7.54, 1.53)
H (0.85, -3.02, 0.05)

---

# C10H18AuBN8O

C10H18AuBN8O as an isolated structure (wB97M-V/def2-TZVPD, OMol25).

Summary:
Charge: +2
Electronic energy (hartree): -1065.12497
2S+1: 1
E_LUMO (eV): -7.91
Kohn-Sham gap (eV): 6.83

CARTESIAN COORDINATES (ANGSTROEM)
Au (0.08, -0.09, 0.06)
B (0.80, -3.53, -0.26)
N (-0.60, -2.98, 0.12)
C (-1.64, -3.77, 0.34)
C (-2.70, -3.02, 0.85)
C (-2.24, -1.73, 0.90)
N (-0.96, -1.72, 0.44)
N (1.88, -2.41, -0.34)
C (3.16, -2.69, -0.58)
C (3.90, -1.51, -0.60)
C (2.99, -0.51, -0.37)
N (1.77, -1.08, -0.21)
H (1.14, -4.32, 0.58)
H (0.74, -4.14, -1.29)
H (-1.57, -4.83, 0.16)
H (-3.68, -3.37, 1.15)
H (-2.71, -0.84, 1.26)
H (3.47, -3.71, -0.71)
H (4.96, -1.40, -0.76)
H (3.14, 0.55, -0.30)
C (2.61, 4.48, 0.99)
N (2.12, 3.84, -0.25)
C (2.48, 4.46, -1.55)
C (1.55, 2.70, -0.21)
N (1.02, 1.66, -0.18)
H (2.38, 5.54, 0.94)
H (3.68, 4.35, 1.08)
H (2.11, 4.05, 1.85)
H (2.25, 5.52, -1.50)
H (1.89, 4.01, -2.35)
H (3.54, 4.32, -1.75)
N (-2.73, 0.44, -1.63)
C (-2.57, 1.17, -0.52)
N (-3.49, 2.05, -0.17)
O (-1.56, 1.05, 0.26)
H (-3.49, 0.61, -2.26)
H (-2.02, -0.20, -1.93)
H (-4.33, 2.20, -0.71)
H (-3.38, 2.57, 0.69)

---

# CH7NP2

A single CH7NP2 molecule (wB97M-V/def2-TZVPD, OMol25).

Summary:
SMILES: CPNP
Electronic energy (hartree): -779.72676
2S+1: 1
E_LUMO (eV): 0.96
Kohn-Sham gap (eV): 10.06

CARTESIAN COORDINATES (ANGSTROEM)
C (0.05, -1.15, -1.45)
P (0.82, 0.22, -0.46)
N (-0.48, 0.53, 0.57)
P (-0.41, 0.85, 2.43)
H (0.03, -2.05, -0.84)
H (0.63, -1.33, -2.34)
H (-0.98, -0.89, -1.72)
H (0.54, 1.22, -1.42)
H (-1.36, 0.84, 0.18)
H (0.56, 1.87, 2.40)
H (0.58, -0.11, 2.65)

---

# C25H36N2O3

A single C25H36N2O3 molecule (wB97M-V/def2-TZVPD, OMol25).

Summary:
SMILES: COCCCn1c(-c2ccc(OC)cc2)cc(C(=O)NC2CCCCCCC2)c1C
Electronic energy (hartree): -1309.46600
2S+1: 1
E_LUMO (eV): 0.78
Kohn-Sham gap (eV): 8.21

CARTESIAN COORDINATES (ANGSTROEM)
C (1.91, -5.18, 5.01)
O (1.40, -4.12, 4.25)
C (1.62, -2.86, 4.84)
C (1.06, -1.78, 3.91)
C (1.85, -1.73, 2.59)
N (1.16, -1.01, 1.56)
C (0.52, -1.57, 0.48)
C (0.42, -3.00, 0.19)
C (0.10, -3.96, 1.15)
C (0.00, -5.29, 0.80)
C (0.20, -5.71, -0.51)
O (0.08, -7.05, -0.74)
C (0.25, -7.52, -2.05)
C (0.50, -4.75, -1.48)
C (0.60, -3.42, -1.12)
C (0.03, -0.54, -0.30)
C (0.39, 0.68, 0.32)
C (0.10, 2.04, -0.14)
O (0.56, 3.05, 0.38)
N (-0.73, 2.12, -1.21)
C (-1.12, 3.37, -1.81)
C (-2.64, 3.54, -1.66)
C (-3.21, 4.91, -2.04)
C (-2.40, 6.11, -1.55)
C (-1.53, 6.77, -2.63)
C (-0.34, 5.97, -3.16)
C (-0.72, 4.74, -3.99)
C (-0.60, 3.40, -3.25)
C (1.10, 0.35, 1.47)
C (1.72, 1.26, 2.46)
H (1.68, -6.09, 4.46)
H (2.99, -5.09, 5.14)
H (1.44, -5.22, 6.00)
H (2.70, -2.70, 4.99)
H (1.12, -2.80, 5.82)
H (1.10, -0.82, 4.41)
H (0.02, -2.02, 3.69)
H (2.82, -1.26, 2.77)
H (2.02, -2.75, 2.24)
H (-0.08, -3.68, 2.17)
H (-0.24, -6.03, 1.55)
H (-0.49, -7.09, -2.74)
H (1.26, -7.31, -2.43)
H (0.10, -8.60, -2.00)
H (0.65, -5.03, -2.51)
H (0.85, -2.69, -1.88)
H (-0.52, -0.68, -1.21)
H (-1.11, 1.27, -1.60)
H (-0.61, 4.13, -1.22)
H (-3.15, 2.77, -2.24)
H (-2.86, 3.36, -0.60)
H (-4.22, 4.96, -1.61)
H (-3.34, 4.97, -3.12)
H (-1.78, 5.82, -0.70)
H (-3.09, 6.88, -1.19)
H (-2.17, 7.05, -3.47)
H (-1.14, 7.70, -2.20)
H (0.31, 5.68, -2.34)
H (0.24, 6.65, -3.79)
H (-1.72, 4.87, -4.39)
H (-0.05, 4.68, -4.86)
H (0.46, 3.13, -3.20)
H (-1.11, 2.63, -3.84)
H (2.77, 1.01, 2.61)
H (1.65, 2.27, 2.08)
H (1.21, 1.21, 3.42)